# 1
This record from the OMol25 dataset describes the molecule C5H6O. The level of theory is the ωB97M-V functional and the def2-TZVPD basis.

Each line ends with the Mulliken charge.
Positions of all 12 atoms, in Å:
O1 -0.686 -1.447 -0.658  -0.44
C1 2.188 0.502 -0.682  0.15
C2 0.402 -1.216 0.226  -0.15
C3 -1.071 0.919 0.070  -1.21
C4 1.468 -0.379 -0.286  -0.63
C5 -0.902 -0.543 0.418  0.21
H1 2.794 1.305 -1.038  0.37
H2 -1.552 -0.944 1.196  0.42
H3 -1.815 1.404 0.706  0.33
H4 -0.121 1.454 0.172  0.27
H5 -1.385 1.008 -0.974  0.29
H6 0.680 -2.063 0.851  0.39

Forces on atoms 1 to 6 (eV/Å):
O -0.1 -0.1 -0.2
C -0.2 -0.4 0.2
C 0.2 0.0 0.1
C 0.0 0.0 0.0
C 0.3 0.5 -0.2
C -0.1 0.2 0.2

LUMO: 1.1 eV
multiplicity: 1
HOMO-LUMO gap: 11.121 eV
SMILES: C#C[C@@H]1O[C@@H]1C
HOMO: -10.01 eV
ΔE to the lowest compared entry with this formula, charge and spin: 2.812 eV



# 2
This record from the OMol25 dataset describes the molecule C5H6O in a non-equilibrium geometry. The level of theory is the ωB97M-V functional and the def2-TZVPD basis.

Each line ends with the Mulliken charge.
Positions of all 12 atoms, in Å:
O1 -1.596 0.682 2.273  -0.53
C1 -1.175 0.797 1.133  -0.09
C2 0.144 -1.769 -1.083  -0.68
C3 0.209 0.648 0.918  -0.31
C4 0.667 -0.610 -0.792  -0.07
C5 0.781 0.798 -0.405  -0.01
H1 -0.747 -2.161 -0.804  0.31
H2 0.864 0.473 1.805  0.31
H3 0.156 1.311 -1.267  0.21
H4 1.870 1.277 -0.495  0.26
H5 -1.850 1.078 0.315  0.34
H6 0.677 -2.525 -1.598  0.25

Forces on atoms 1 to 6 (eV/Å):
O -0.9 0.0 0.4
C 0.1 -0.1 1.0
C 2.2 1.4 0.0
C 0.5 0.0 -0.2
C -0.1 -0.2 0.4
C 2.2 1.6 -3.1

LUMO (alpha / beta): -0.9 / -0.1 eV
multiplicity: 1
HOMO-LUMO gap (alpha / beta): 7.316 / 8.444 eV
HOMO (alpha / beta): -8.18 / -8.59 eV
ΔE to the lowest compared entry with this formula, charge and spin: 4.773 eV



# 3
This record from the OMol25 dataset describes the molecule C5H6O in a non-equilibrium geometry. The level of theory is the ωB97M-V functional and the def2-TZVPD basis.

Each line ends with the Mulliken charge.
Positions of all 12 atoms, in Å:
O1 1.294 0.877 1.959  -0.58
C1 1.134 -0.217 -0.223  -0.41
C2 0.628 0.552 1.001  0.45
C3 -0.161 -0.717 -0.854  -0.51
C4 -1.207 0.246 -0.380  -0.34
C5 -0.822 0.823 0.764  -0.48
H1 -0.131 -1.026 -1.904  0.38
H2 -2.204 0.193 -0.807  0.37
H3 1.845 -1.005 0.036  0.26
H4 -1.467 1.286 1.498  0.40
H5 -0.571 -1.519 -0.228  0.22
H6 1.662 0.505 -0.862  0.24

Forces on atoms 1 to 6 (eV/Å):
O -0.3 -0.1 -0.3
C 0.0 -0.1 0.1
C 0.1 0.1 0.1
C -0.1 -0.2 0.1
C 0.0 0.1 0.2
C -0.1 0.1 -0.1

LUMO: 0.5 eV
multiplicity: 1
HOMO-LUMO gap: 10.006 eV
SMILES: O=C1C=CCC1
HOMO: -9.49 eV
ΔE to the lowest compared entry with this formula, charge and spin: 0.457 eV



Question: Which value of multiplicity does entry 2 give?
Answer: 1



Repeat the first record exactly.
This record from the OMol25 dataset describes the molecule C5H6O. The level of theory is the ωB97M-V functional and the def2-TZVPD basis.

Each line ends with the Mulliken charge.
Positions of all 12 atoms, in Å:
O1 -0.686 -1.447 -0.658  -0.44
C1 2.188 0.502 -0.682  0.15
C2 0.402 -1.216 0.226  -0.15
C3 -1.071 0.919 0.070  -1.21
C4 1.468 -0.379 -0.286  -0.63
C5 -0.902 -0.543 0.418  0.21
H1 2.794 1.305 -1.038  0.37
H2 -1.552 -0.944 1.196  0.42
H3 -1.815 1.404 0.706  0.33
H4 -0.121 1.454 0.172  0.27
H5 -1.385 1.008 -0.974  0.29
H6 0.680 -2.063 0.851  0.39

Forces on atoms 1 to 6 (eV/Å):
O -0.1 -0.1 -0.2
C -0.2 -0.4 0.2
C 0.2 0.0 0.1
C 0.0 0.0 0.0
C 0.3 0.5 -0.2
C -0.1 0.2 0.2

LUMO: 1.1 eV
multiplicity: 1
HOMO-LUMO gap: 11.121 eV
SMILES: C#C[C@@H]1O[C@@H]1C
HOMO: -10.01 eV
ΔE to the lowest compared entry with this formula, charge and spin: 2.812 eV



Question: What is the multiplicity in the first record?
Answer: 1



Question: The highest ΔE to the lowest compared entry with this formula, charge and spin belongs to which entry?
Answer: number 2